1.
Molecular formula: C3H10NO
Method: DFT, ωB97M-V/def2-TZVPD

The geometry in XYZ format:
```
15
Properties=species:S:1:pos:R:3
C -2.5066 0.5612 0.9044
C 3.1449 0.8551 -1.1675
C 2.1827 -0.0245 -1.3890
O 0.0861 -0.9640 0.5261
N -2.3505 -0.8512 0.5672
H -3.5066 0.9052 1.1329
H -2.1517 1.0212 -0.0304
H 3.3083 1.1867 -0.1465
H 3.7734 1.2636 -1.9505
H 1.4757 -0.4038 -0.6371
H 2.0409 -0.4617 -2.3829
H 0.4672 -1.4019 1.3113
H -1.7678 0.9109 1.6351
H -1.2850 -1.0455 0.5642
H -2.9110 -1.5513 1.0626
```

## Properties
HOMO energy, eV: -13.73
Orbital gap, eV: 3.7
Total charge: +1
Energy, eV: -6796.09847

Results of the Mulliken charge analysis, in e, for atoms 1 through 2:
1 C -0.5822
2 C -0.3986

2.
Molecular formula: C3H9NO2
Method: DFT, ωB97M-V/def2-TZVPD

The geometry in XYZ format:
```
15
Properties=species:S:1:pos:R:3
C -2.4254 1.1918 -1.5831
C -1.8793 0.2525 -0.8246
O -0.7551 -0.4106 -1.1825
H -3.3840 1.6143 -1.3309
H -2.0457 1.5026 -2.5505
H -2.3280 -0.0567 0.1161
H -0.2412 -0.6750 -0.4038
N 0.9414 0.3351 1.4324
C 1.9462 -0.4615 0.7978
O 1.3006 -1.6727 0.4165
H 0.5519 -0.1133 2.2506
H 1.2825 1.2568 1.6695
H 2.3054 0.0616 -0.0939
H 2.8116 -0.6798 1.4366
H 1.9192 -2.1451 -0.1504
```

## Properties
HOMO energy, eV: -8.50
Orbital gap, eV: 9.2
SMILES: C=CO.NCO
Energy, eV: -8840.85994

Results of the Mulliken charge analysis, in e, for atoms 1 through 2:
1 C -0.7250
2 C 0.0995

3.
Molecular formula: C37H43BCoN11OSSe
Method: DFT, ωB97M-V/def2-TZVPD

The geometry in XYZ format:
```
96
Properties=species:S:1:pos:R:3
Co -0.7419 0.2639 -0.2277
C -2.7556 2.2022 1.9819
C -1.3379 1.8676 2.2988
C -0.5863 2.3827 3.3607
C 0.5851 1.6667 3.3368
N 0.5548 0.8034 2.3148
N -0.6277 0.9387 1.6514
B 1.4621 -0.4674 2.2172
N 0.6303 -1.5794 1.5591
C 0.6791 -2.8727 1.9164
C -0.0085 -3.6078 0.9855
C -0.4743 -2.6767 0.0514
C -1.4130 -3.0001 -1.0621
N -0.0384 -1.4570 0.3910
N 2.7903 -0.2724 1.4803
C 3.9336 0.2596 1.9654
C 4.9206 0.0728 1.0248
C 4.2721 -0.6108 -0.0281
C 4.8368 -1.0797 -1.3307
N 3.0005 -0.8219 0.2654
N 1.7843 -0.9309 3.6438
C 2.8391 -1.6684 4.0694
C 2.5723 -2.0931 5.3453
C 1.2930 -1.5694 5.6310
C 0.4785 -1.7306 6.8721
N 0.8274 -0.8848 4.6029
H -2.9842 3.2150 2.3117
H -2.9727 2.1271 0.9242
H -3.4182 1.5104 2.5056
H -0.8883 3.1307 4.0708
H 1.4214 1.6784 4.0136
H 1.1865 -3.1732 2.8156
H -0.1895 -4.6674 0.9843
H -2.3670 -3.3164 -0.6394
H -1.6023 -2.1521 -1.7114
H -1.0190 -3.8236 -1.6599
H 3.9646 0.7300 2.9338
H 5.9527 0.3708 1.0867
H 5.9257 -1.0755 -1.3072
H 4.4977 -2.0907 -1.5521
H 4.5085 -0.4424 -2.1543
H 3.6889 -1.8488 3.4338
H 3.2040 -2.6853 5.9839
H 1.1181 -1.8775 7.7417
H -0.1411 -0.8513 7.0365
H -0.1831 -2.5948 6.7950
C -1.3835 2.7377 -2.1606
N -1.8106 1.6310 -1.3123
C -3.0455 1.2658 -1.4183
C -3.4787 0.1839 -0.6223
C -4.7087 -0.3560 -0.2484
C -4.4250 -1.2746 0.7640
C -3.0398 -1.2615 0.9559
N -2.4730 -0.3951 0.1072
C -1.4689 4.1155 -1.5484
C -1.7311 5.1938 -2.3885
C -1.7877 6.4869 -1.8922
C -1.5964 6.7184 -0.5383
C -1.3426 5.6493 0.3079
C -1.2747 4.3596 -0.1956
H -2.0010 2.7389 -3.0650
H -0.3716 2.5169 -2.5085
H -3.7265 1.7931 -2.0850
H -5.6739 -0.0901 -0.6450
H -5.1292 -1.8782 1.3110
H -2.4489 -1.8354 1.6512
H -1.8994 5.0180 -3.4445
H -1.9894 7.3117 -2.5618
H -1.6501 7.7246 -0.1453
H -1.1914 5.8171 1.3665
H -1.0576 3.5382 0.4697
Se 0.1081 -0.2412 -2.5595
C -0.0658 -1.9106 -3.4661
C -0.8668 -2.0471 -4.5941
C -0.8725 -3.2554 -5.2749
N -0.1575 -4.3156 -4.9120
C 0.6144 -4.1745 -3.8355
C 0.7012 -3.0101 -3.0928
H -1.4777 -1.2225 -4.9363
H -1.4910 -3.3760 -6.1573
H 1.1995 -5.0422 -3.5516
H 1.3686 -2.9456 -2.2408
O 0.9753 1.2771 -0.4443
S 1.4440 2.7055 -0.5688
C 2.9832 2.8374 0.3308
C 3.7665 3.8591 -0.4781
C 3.7260 3.3270 -1.9145
C 2.2933 2.8430 -2.1794
H 3.4524 1.8554 0.3055
H 2.7683 3.1229 1.3588
H 4.7808 3.9718 -0.0969
H 3.2835 4.8387 -0.4229
H 4.4127 2.4839 -2.0041
H 4.0301 4.0824 -2.6380
H 2.2330 1.8453 -2.6157
H 1.7114 3.5314 -2.7908
```

## Properties
HOMO energy (spin up / spin down), eV: -7.42 / -7.42
Orbital gap (spin up / spin down), eV: 7.1 / 7.1
Energy, eV: -171992.87697

Results of the Mulliken charge analysis, in e, for atoms 1 through 2:
1 Co -1.4249
2 C -1.1350

4.
Molecular formula: C48H56N13SScSe
Method: DFT, ωB97M-V/def2-TZVPD

The geometry in XYZ format:
```
120
Properties=species:S:1:pos:R:3
Sc -0.2085 -0.2352 -0.0206
C -1.7613 3.5302 -0.6841
N -1.8602 2.5947 0.4250
C -1.7848 3.3052 1.6989
C -3.0276 1.7669 0.3981
C -4.1895 2.1585 -0.2462
C -5.3275 1.3613 -0.2218
C -5.3024 0.1685 0.4747
C -4.1400 -0.2379 1.1177
C -2.9738 0.5314 1.0811
N -1.7239 0.1194 1.5764
C -1.6123 -0.5264 2.7817
C -2.6617 -0.8301 3.6719
C -2.4614 -1.5997 4.8061
C -1.2012 -2.0721 5.1283
C -0.1244 -1.6630 4.3489
C -0.3055 -0.8715 3.2240
N 0.8050 -0.2728 2.5115
C 0.8089 1.1834 2.7608
C 2.1043 -0.7738 2.9570
H -2.5036 4.3420 -0.6196
H -1.8757 2.9844 -1.6199
H -0.7646 3.9667 -0.6691
H -0.8147 3.7996 1.7882
H -1.9050 2.6046 2.5251
H -2.5739 4.0682 1.7771
H -4.2109 3.0948 -0.7868
H -6.2240 1.6802 -0.7378
H -6.1824 -0.4629 0.5114
H -4.1253 -1.1955 1.6155
H -3.6529 -0.4627 3.4616
H -3.3082 -1.8296 5.4417
H -1.0405 -2.7037 5.9916
H 0.8697 -1.9565 4.6539
H 0.8332 1.3866 3.8387
H -0.0780 1.6355 2.3305
H 1.6935 1.6124 2.3046
H 2.3199 -0.4569 3.9857
H 2.8840 -0.3698 2.3105
H 2.1380 -1.8597 2.9222
Se -1.1627 -7.5997 3.1034
N -2.2438 -6.4687 2.2482
C -1.5026 -5.4923 1.8047
C -2.0142 -4.3687 1.0266
C -3.3315 -4.2957 0.5690
C -3.6930 -3.2346 -0.2255
C -2.7570 -2.2348 -0.5019
N -1.5188 -2.2741 -0.0267
C -1.1411 -3.3436 0.6832
C 0.2938 -3.4289 0.9810
N 1.0564 -2.4272 0.5198
C 2.3712 -2.5549 0.6331
C 2.9937 -3.6546 1.2162
C 2.2090 -4.6573 1.7405
C 0.8264 -4.5487 1.6200
C -0.0896 -5.5818 2.0992
N 0.2956 -6.6264 2.7766
H -4.0259 -5.0846 0.8265
H -4.6930 -3.1433 -0.6259
H -2.9774 -1.3814 -1.1325
H 2.9589 -1.7363 0.2533
H 4.0730 -3.6885 1.2709
H 2.6313 -5.5276 2.2254
C 0.6191 2.8186 -3.5817
N 0.7846 4.0034 -2.7590
C -0.0470 5.1356 -3.0877
C 1.7949 3.9742 -1.7925
N 1.7580 2.9683 -0.9870
C 2.5374 2.8305 0.1483
C 2.4560 3.7921 1.1351
C 3.3129 3.7788 2.2447
C 4.2854 2.8269 2.3450
C 4.3809 1.7958 1.3773
C 5.4588 0.8751 1.4463
C 5.5988 -0.0824 0.4899
C 4.6063 -0.2423 -0.4955
C 3.4883 0.5628 -0.5546
N 2.3952 0.1488 -1.3488
C 2.6233 -0.1113 -2.6144
N 3.5770 0.5289 -3.3867
C 4.0938 1.8473 -3.1015
C 4.3703 -0.2078 -4.3511
N 1.9193 -1.0391 -3.3167
C 1.4223 -2.2661 -2.7310
C 1.3508 -0.7333 -4.6196
C 3.4266 1.7080 0.3232
N 2.7479 4.9811 -1.8094
C 2.6822 6.1123 -2.7232
C 4.0912 4.8309 -1.2580
H -0.4175 2.7563 -3.9135
H 0.7972 1.9241 -2.9898
H 1.2698 2.8411 -4.4684
H 0.2786 5.7093 -3.9644
H -0.1408 5.8103 -2.2372
H -1.0512 4.7581 -3.2944
H 1.7558 4.6068 0.9952
H 3.2286 4.5560 2.9943
H 4.9995 2.8415 3.1590
H 6.1756 0.9722 2.2521
H 6.4453 -0.7581 0.5079
H 4.6688 -1.0788 -1.1846
H 3.4065 2.3709 -2.4519
H 4.1795 2.4080 -4.0380
H 5.0809 1.8098 -2.6273
H 4.0132 -1.2290 -4.4377
H 5.4191 -0.2237 -4.0320
H 4.3242 0.2644 -5.3366
H 1.9578 -2.4664 -1.8106
H 1.6191 -3.0834 -3.4336
H 0.3520 -2.2017 -2.5230
H 1.7291 0.2174 -4.9845
H 0.2640 -0.6662 -4.5171
H 1.6069 -1.5180 -5.3382
H 1.7485 6.6551 -2.6584
H 2.8516 5.8171 -3.7645
H 3.4699 6.8077 -2.4386
H 4.2867 3.8319 -0.8943
H 4.2694 5.5287 -0.4358
H 4.8121 5.0394 -2.0537
S -1.1339 0.1443 -2.1248
```

## Properties
HOMO energy, eV: -6.25
Orbital gap, eV: 5.5
Energy, eV: -166940.33773

Results of the Mulliken charge analysis, in e, for atoms 1 through 2:
1 Sc 0.0644
2 C -1.5227

5.
Molecular formula: C3H3N4O
Method: DFT, ωB97M-V/def2-TZVPD

The geometry in XYZ format:
```
11
Properties=species:S:1:pos:R:3
C -1.2100 1.4100 0.8743
C -0.1603 1.8047 0.0852
O 0.0940 2.7426 -0.6390
N 1.0497 0.6585 0.0435
N 1.2401 -0.4821 -0.5108
C 2.4748 -0.7914 -0.3181
N 3.0522 0.1550 0.3981
N 2.2133 1.0893 0.5350
H -1.4262 0.4776 1.2581
H -2.1399 2.1400 0.7807
H 2.9907 -1.7572 -0.5626
```

## Properties
HOMO energy, eV: -3.45
Orbital gap, eV: 7.7
SMILES: C=C([O-])n1ncnn1
Total charge: -1
Energy, eV: -11166.36584

Results of the Mulliken charge analysis, in e, for atoms 1 through 2:
1 C -0.8634
2 C 0.3938

6.
Molecular formula: C62H74N10O4
Method: DFT, ωB97M-V/def2-TZVPD

The geometry in XYZ format:
```
150
Properties=species:S:1:pos:R:3
N 5.3169 0.7816 -0.6326
C 5.3724 -0.5348 -0.7744
C 5.8169 -1.2095 -1.8683
C 6.1615 -0.4485 -2.9920
C 6.0354 0.9252 -2.8973
C 5.5697 1.5136 -1.7386
H 5.0833 -1.0913 0.0640
H 5.8358 -2.2834 -1.8288
H 6.6507 -0.8424 -3.9015
H 6.1722 1.5770 -3.7547
H 5.6363 2.5865 -1.7484
N -0.2452 2.4798 -5.7199
C 0.2857 1.4804 -5.0430
C 0.0456 1.3457 -3.6883
C -0.5032 2.3325 -2.9401
C -1.0727 3.4517 -3.6431
C -1.0061 3.3762 -5.0241
H 0.8346 0.6700 -5.6082
H 0.4094 0.3923 -3.2829
H -0.6856 2.2833 -1.8602
H -1.5273 4.1851 -3.0623
H -1.4526 4.2482 -5.5727
N 3.2552 1.5352 3.5544
C 4.0496 1.5683 2.4451
C 4.6739 2.8140 2.1586
C 4.5153 3.9123 2.9117
C 3.7215 3.8341 4.0180
C 3.2169 2.5939 4.3817
H 3.9553 0.7447 1.7063
H 5.3369 2.8242 1.3472
H 4.9159 4.8652 2.7157
H 3.5723 4.6551 4.6827
H 2.6243 2.5287 5.2987
N -3.4534 -5.7783 -2.2284
C -4.6200 -6.1654 -1.7263
C -4.7414 -7.1517 -0.7965
C -3.5829 -7.7318 -0.2876
C -2.3363 -7.3028 -0.6818
C -2.3363 -6.3445 -1.7069
H -5.5247 -5.6675 -2.1025
H -5.7434 -7.5892 -0.5465
H -3.6703 -8.5357 0.4391
H -1.4261 -7.6305 -0.2908
H -1.3931 -5.9844 -2.1639
N 5.6689 -4.9860 -2.3175
C 4.3488 -4.8486 -2.2167
C 3.7605 -4.5898 -0.9938
C 4.5323 -4.4984 0.1654
C 5.9339 -4.5848 0.0109
C 6.4216 -4.8268 -1.2442
H 3.8886 -4.9309 -3.1448
H 2.6891 -4.3547 -0.9507
H 4.1151 -4.3719 1.1582
H 6.6652 -4.5178 0.8071
H 7.5328 -4.9553 -1.4068
N 0.4822 -1.7709 -1.4148
C 1.5738 -1.0287 -1.4058
C 1.6735 0.0424 -0.5154
C 0.6411 0.4009 0.3279
C -0.5841 -0.3597 0.2651
C -0.5728 -1.4319 -0.6120
H 2.3824 -1.2966 -2.0594
H 2.6082 0.5731 -0.5375
H 0.5752 1.2460 1.0170
H -1.4887 -0.1579 0.8236
H -1.4596 -1.9936 -0.7318
N 3.1247 4.1846 -1.0189
C 2.5384 3.5237 -2.0137
C 2.6022 3.8757 -3.3281
C 3.3279 4.9835 -3.6550
C 4.0678 5.5807 -2.6513
C 3.9732 5.1687 -1.3791
H 1.9269 2.6691 -1.6533
H 2.0524 3.4517 -4.1092
H 3.3159 5.4457 -4.6873
H 4.6570 6.4253 -2.8999
H 4.5044 5.7319 -0.5990
N -7.8133 -2.2789 -1.5882
C -6.5819 -2.6320 -1.7325
C -5.4776 -1.8855 -1.3184
C -5.6320 -0.7729 -0.5145
C -6.9489 -0.3999 -0.3282
C -7.9904 -1.1335 -0.8994
H -6.4045 -3.6223 -2.2680
H -4.4861 -2.2539 -1.6125
H -4.7684 -0.2674 -0.2364
H -7.3207 0.2783 0.4419
H -8.9739 -0.7917 -0.6520
N -1.5437 3.1964 0.1691
C -2.6166 3.9138 -0.0855
C -2.5897 5.2451 -0.4717
C -1.3829 5.8775 -0.4790
C -0.2308 5.1715 -0.0917
C -0.3654 3.8028 0.1451
H -3.5625 3.3582 -0.0512
H -3.4444 5.8069 -0.7497
H -1.2665 6.8728 -0.7003
H 0.7760 5.6163 -0.0428
H 0.5126 3.2154 0.3238
N 0.7397 4.4238 5.5008
C 0.5612 3.5242 6.5141
C -0.1928 2.3267 6.3995
C -0.7652 2.0968 5.2224
C -0.5889 2.9859 4.1778
C 0.1411 4.1686 4.3413
H 1.0184 3.6841 7.4558
H -0.1506 1.6582 7.2052
H -1.3919 1.1849 5.1193
H -1.1929 2.8860 3.2910
H 0.4026 4.8656 3.5883
C 1.0217 -2.6943 -4.5133
C -0.3083 -3.3429 -4.1609
O -0.2852 -4.5174 -3.8052
C -1.5588 -2.5349 -4.2190
H 1.0948 -2.2058 -5.4880
H 1.9024 -3.3292 -4.3656
H 1.0749 -1.8343 -3.8447
H -1.6523 -2.1703 -5.2574
H -1.3804 -1.7542 -3.4360
H -2.4959 -3.0690 -4.0147
C 1.3211 -1.4980 3.5137
C 2.5517 -1.9039 2.7789
O 2.4862 -2.2023 1.6184
C 3.8912 -1.9727 3.4551
H 0.3697 -1.6188 2.9840
H 1.4121 -0.3785 3.7102
H 1.3650 -2.0218 4.4506
H 3.9626 -2.7015 4.2845
H 4.0198 -1.0169 3.9684
H 4.6164 -2.0403 2.6837
C -5.2314 2.5123 3.8935
C -5.5595 2.7114 2.4519
O -4.8744 2.1262 1.5922
C -6.4334 3.8106 1.9420
H -6.2523 2.2373 4.3305
H -4.8859 3.4810 4.2604
H -4.6164 1.6342 4.0447
H -5.7926 4.4002 1.2512
H -6.9513 4.4709 2.6593
H -7.2075 3.2911 1.3973
C -3.4285 -3.6753 1.1174
C -3.5731 -2.6864 2.2953
O -3.2511 -1.5094 2.1954
C -4.0994 -3.2795 3.5360
H -2.4644 -4.1421 1.2746
H -3.4113 -3.0888 0.2167
H -4.2694 -4.3478 1.0065
H -3.9035 -2.7279 4.4456
H -3.7015 -4.3035 3.6948
H -5.1931 -3.2409 3.3391
```

## Properties
HOMO energy, eV: -9.04
Orbital gap, eV: 9.4
Energy, eV: -88580.28280

Results of the Mulliken charge analysis, in e, for atoms 1 through 2:
1 N -0.0487
2 C -0.3736

7.
Molecular formula: C5H6O2
Method: DFT, ωB97M-V/def2-TZVPD

The geometry in XYZ format:
```
13
Properties=species:S:1:pos:R:3
C 2.5121 -0.3188 0.1268
C 1.5368 0.3877 0.1533
C 0.2252 1.0438 -0.0127
O -0.4328 1.3581 1.1857
C -0.6123 -0.0166 -0.7258
C -1.0838 -1.1228 0.0896
O -1.9653 -0.0502 -0.2707
H 3.3846 -0.9360 0.1280
H 0.3429 1.9420 -0.6398
H -1.3581 1.0806 0.9978
H -0.4294 -0.1446 -1.7911
H -0.7796 -1.1564 1.1365
H -1.3402 -2.0666 -0.3777
```

## Properties
HOMO energy, eV: -10.20
Orbital gap, eV: 11.2
SMILES: C#C[C@H](O)[C@H]1CO1
Energy, eV: -9373.61634

Results of the Mulliken charge analysis, in e, for atoms 1 through 2:
1 C 0.1458
2 C -0.7024

8.
Molecular formula: C3H16NO3S
Method: DFT, ωB97M-V/def2-TZVPD

The geometry in XYZ format:
```
24
Properties=species:S:1:pos:R:3
C -1.2277 0.5925 1.8759
C -0.4572 0.4163 0.5804
C -1.2739 1.1111 -0.5500
S -0.4295 2.0706 -1.7959
N 0.8688 1.0875 0.7482
H -2.1639 0.0447 1.9139
H -1.3224 1.6487 2.1333
H -0.6730 0.1772 2.7291
H -0.3016 -0.6203 0.3367
H -1.8363 0.2782 -0.9707
H -1.9332 1.8352 -0.0896
H 0.5686 1.2937 -2.2145
H 1.5300 0.9285 -0.0139
H 0.7405 2.0924 0.9764
H 1.3499 0.7597 1.5932
H 1.4717 -3.5094 -1.2597
H 1.8967 -2.6339 -2.4364
O 2.1093 -2.8450 -1.5254
H -0.2742 4.4073 1.6976
H -0.3041 3.3480 2.7679
O -0.2163 3.4448 1.8103
H 0.4783 -5.3963 -3.5068
H 0.8529 -5.6303 -2.1215
O 0.5465 -4.9012 -2.6786
```

## Properties
HOMO energy, eV: -12.94
Orbital gap, eV: 9.9
Total charge: +1
Energy, eV: -21832.13557

Results of the Mulliken charge analysis, in e, for atoms 1 through 2:
1 C -1.5283
2 C 0.1822